{"formula": "C3H4N2OS", "method": "the ωB97M-V functional and the def2-TZVPD basis", "symbols": ["C", "C", "C", "N", "N", "O", "S", "H", "H", "H", "H"], "positions_angstrom": [[0.11876, 0.97286, -1.22457], [-0.85465, 0.64537, -0.31968], [1.13753, 0.46134, 0.58818], [1.33392, 0.86726, -0.66653], [-0.16130, 0.32944, 0.85583], [-0.12622, -2.67031, 0.42077], [-0.91435, -0.39185, 2.17591], [-0.03746, 1.36712, -2.19238], [-1.83290, 0.45914, -0.62288], [1.93834, 0.03105, 1.12577], [-0.60167, -2.07142, -0.14042]], "e_lumo_ev": [-4.029, -3.970], "orbital_gap_ha": [0.2040, 0.2054], "max_force_ha_per_bohr": 0.0728, "energy_ev": -19032.9878, "spin_multiplicity": 1, "e_above_lowest_kcal_mol": 139.8}